143
Properties=species:S:1:pos:R:3:forces:R:3 method="wB97M-V/def2-TZVPD" total_charge=0 total_energy_ev=-1516905.7463 lumo_energy_ev=-0.123 gap_ev=8.14 homo_energy_ev=-8.267 smiles=CCCCO[C@@H](O[C@H](CCN)[C@H](CCC(F)(F)C(F)(F)C(F)(F)C(F)(F)S(F)(F)(F)(F)F)OC)P(O)Cl.BrCCBr.BrCCBr.BrCCBr.BrCCBr.BrCCBr.BrCCBr.BrCCBr.BrCCBr.BrCCBr.BrCCBr
C 1.8019 -6.3542 -0.5814 0.33 -0.02 -0.02
C 3.2934 -6.2097 -0.2054 -0.20 0.20 -0.21
C 4.0550 -5.1843 -1.0533 -0.39 -0.12 0.14
C 3.4335 -3.7778 -0.9771 0.55 -1.12 -0.06
O 2.6638 -3.5901 -2.1628 -0.07 0.38 -0.18
C 1.7406 -2.5273 -2.1045 0.35 0.08 0.03
O 2.2902 -1.5130 -1.3308 -0.21 -0.24 0.00
C 1.4635 -0.4980 -0.7942 -0.14 0.90 1.01
C 2.3943 0.3675 0.0616 0.61 -0.33 -0.65
C 3.2829 -0.3722 1.0537 -0.14 0.53 0.92
N 4.6172 0.2739 1.1305 0.00 -0.45 0.20
C 0.2163 -0.9510 -0.0141 -0.31 0.34 -0.37
C -0.6001 0.3116 0.3327 0.11 0.21 -0.39
C -2.1071 0.2473 0.0385 0.15 0.17 -0.10
C -2.9569 -0.3474 1.1597 0.99 -0.55 0.32
F -2.1151 -0.9642 2.0657 -0.52 0.19 -0.22
F -3.6337 0.5876 1.8803 0.05 -0.25 -0.34
C -3.8929 -1.5242 0.7221 0.79 -0.72 0.55
F -3.0667 -2.4689 0.1551 -0.74 0.83 0.24
F -4.4315 -2.0918 1.8489 0.09 0.58 -0.99
C -5.0181 -1.1101 -0.2554 -0.45 1.55 -0.17
F -4.5138 -0.6769 -1.4629 -0.58 -0.92 1.41
F -5.6063 -0.0016 0.3297 0.37 -0.88 -0.52
C -6.2431 -2.0688 -0.4616 -1.93 0.97 0.06
F -7.0975 -1.4034 -1.3267 1.29 -1.02 1.26
F -6.9167 -2.2000 0.7424 1.25 0.10 -1.78
S -5.9083 -3.7973 -1.1548 -1.18 -0.94 -0.23
F -6.7335 -3.5175 -2.4878 0.50 0.06 0.38
F -7.2643 -4.3391 -0.4888 0.49 0.22 -0.21
F -5.1305 -4.1653 0.1779 0.08 0.30 -0.23
F -4.5859 -3.2937 -1.8620 -0.11 -0.02 0.20
F -5.6068 -5.2641 -1.6820 -0.04 0.35 0.08
O 0.5313 -1.6739 1.1539 0.11 -0.18 -0.26
C 0.2319 -3.0494 1.1591 -0.21 -0.35 0.52
P 1.5161 -2.1478 -3.9476 -0.17 -0.87 -0.69
O 3.0901 -1.9409 -4.3980 -0.39 0.40 0.49
Cl 0.7367 -0.2363 -4.0106 0.29 -0.10 0.18
H 1.1749 -6.1914 0.2945 -0.17 -0.17 -0.07
H 1.4931 -5.6451 -1.3474 0.07 0.11 0.02
H 1.6221 -7.3487 -0.9903 -0.20 -0.02 0.12
H 3.7794 -7.1822 -0.2880 0.10 0.01 0.09
H 3.3673 -5.8984 0.8394 0.08 -0.07 0.03
H 5.0887 -5.1627 -0.7054 0.06 0.13 -0.08
H 4.0590 -5.4934 -2.1005 0.08 0.01 -0.03
H 2.7834 -3.7400 -0.1013 0.05 0.33 0.09
H 4.2486 -3.0594 -0.9093 -0.30 0.39 0.02
H 0.7967 -2.9674 -1.7039 0.55 0.93 0.12
H 1.1015 0.1792 -1.5690 -0.02 -0.30 -0.21
H 1.8417 1.1764 0.5370 -0.10 -0.08 0.11
H 3.0719 0.8466 -0.6520 -0.03 -0.07 0.08
H 3.3970 -1.4327 0.8496 -0.01 0.03 -0.40
H 2.8084 -0.3130 2.0389 -0.09 -0.25 -0.01
H 5.2691 -0.4363 1.4463 0.16 -0.01 -0.13
H 4.5939 0.9337 1.9005 0.03 0.15 -0.17
H -0.4179 -1.5242 -0.7046 0.07 -0.37 0.21
H -0.2335 1.0942 -0.3328 -0.04 0.14 0.12
H -0.3852 0.6419 1.3456 0.01 -0.08 0.09
H -2.2285 -0.3055 -0.8932 -0.19 -0.13 0.10
H -2.4571 1.2572 -0.1828 -0.25 -0.04 0.21
H 1.1289 -3.6554 1.3169 0.11 0.13 -0.11
H -0.2687 -3.4005 0.2559 0.03 0.14 -0.14
H -0.4363 -3.2620 2.0003 -0.04 0.04 -0.03
H 3.2164 -2.6033 -5.0802 0.24 -0.06 -0.26
Br 4.0025 1.8014 -3.1109 -0.16 0.14 -0.04
C 3.7492 3.6394 -2.5230 0.23 -0.16 -0.09
C 3.1286 3.7292 -1.1567 -0.20 0.10 -0.02
Br 1.2157 3.3718 -1.2362 -0.11 0.06 -0.07
H 3.1516 4.1359 -3.2805 -0.02 0.03 0.01
H 4.7489 4.0687 -2.5122 -0.01 0.04 0.04
H 3.2117 4.7408 -0.7660 -0.02 -0.06 -0.03
H 3.5597 3.0297 -0.4461 -0.01 -0.01 -0.02
Br -5.5084 3.6631 -0.5426 0.08 -0.06 0.06
C -6.1392 3.1111 1.2146 -0.07 -0.02 -0.22
C -6.4484 4.2917 2.0930 0.04 -0.01 0.20
Br -4.8240 5.1233 2.7738 0.00 0.03 -0.05
H -5.3746 2.4645 1.6326 0.00 0.01 0.03
H -7.0407 2.5313 1.0283 -0.02 0.02 0.04
H -7.0012 3.9744 2.9742 0.00 -0.04 -0.01
H -7.0051 5.0674 1.5781 0.00 -0.01 -0.04
Br -8.1775 8.2199 3.9091 0.04 0.00 -0.08
C -6.2486 8.4488 4.0437 -0.16 -0.13 0.14
C -5.8890 9.6459 4.8811 0.13 0.15 -0.13
Br -6.1622 11.3129 3.9156 -0.05 -0.02 0.05
H -5.8676 8.5108 3.0302 0.03 0.04 0.00
H -5.8861 7.5354 4.5083 0.04 0.02 0.01
H -4.8305 9.6276 5.1302 0.01 -0.04 -0.01
H -6.4755 9.7106 5.7913 -0.02 -0.04 0.00
Br -1.2778 -6.0928 -5.6629 0.05 -0.01 0.06
C -1.8849 -6.5319 -3.8683 -0.07 -0.02 -0.24
C -2.3842 -5.3137 -3.1394 0.07 -0.02 0.19
Br -0.9039 -4.1957 -2.5462 -0.64 -0.30 -0.21
H -1.0516 -7.0090 -3.3624 0.00 0.03 0.05
H -2.6897 -7.2512 -4.0012 -0.03 0.02 0.03
H -2.9157 -5.6029 -2.2360 0.00 -0.03 0.01
H -3.0243 -4.6896 -3.7547 0.01 -0.02 -0.04
Br 4.2690 3.2871 2.9301 -0.08 0.14 0.06
C 6.1300 3.8161 2.7329 -0.10 -0.05 0.08
C 6.2685 5.1013 1.9663 0.11 0.07 -0.13
Br 5.9799 4.8493 0.0576 0.17 0.07 0.14
H 6.6401 2.9861 2.2549 0.05 0.02 -0.07
H 6.5056 3.9375 3.7468 0.00 0.04 -0.01
H 7.2833 5.4800 2.0580 0.02 -0.03 -0.01
H 5.5654 5.8630 2.2870 -0.04 -0.03 0.04
Br 7.1977 1.1382 -5.4868 0.06 -0.01 0.05
C 7.7247 -0.6655 -4.9843 -0.09 0.08 -0.18
C 6.6852 -1.3405 -4.1292 0.05 -0.07 0.21
Br 6.7047 -0.6800 -2.3011 -0.03 -0.01 0.01
H 8.6848 -0.5831 -4.4861 0.00 -0.02 0.04
H 7.8474 -1.1997 -5.9240 -0.02 -0.03 0.01
H 6.8975 -2.4048 -4.0529 0.02 -0.01 -0.04
H 5.6741 -1.1998 -4.5004 0.00 0.03 -0.02
Br -1.3851 0.7869 -8.0214 -0.07 -0.01 0.02
C -2.1714 2.2815 -7.0562 0.18 -0.04 -0.16
C -1.7382 2.3027 -5.6156 -0.12 0.01 0.17
Br -2.6576 0.9457 -4.5701 -0.04 -0.01 0.03
H -3.2471 2.1969 -7.1680 -0.02 0.00 0.05
H -1.8213 3.1740 -7.5698 0.01 0.02 0.04
H -2.0008 3.2515 -5.1530 -0.01 0.01 -0.03
H -0.6742 2.1229 -5.4948 0.02 -0.01 -0.04
Br 8.3522 0.6965 1.5524 0.00 0.06 -0.10
C 10.2011 1.2805 1.3907 -0.12 -0.16 0.16
C 10.4280 2.6250 2.0301 0.10 0.13 -0.16
Br 9.7198 4.0668 0.9308 -0.05 -0.04 0.07
H 10.4355 1.2784 0.3315 0.01 0.04 -0.01
H 10.7895 0.5177 1.8953 0.03 0.03 0.02
H 11.4932 2.8250 2.1203 0.01 -0.03 -0.01
H 9.9599 2.7119 3.0049 -0.02 -0.06 0.01
Br -9.6871 -0.4809 2.2912 0.08 0.01 0.03
C -9.0289 -2.1942 2.9394 -0.12 0.06 -0.18
C -9.9062 -2.7518 4.0270 0.12 -0.03 0.20
Br -9.6250 -1.8363 5.7200 -0.06 0.01 -0.04
H -8.0065 -2.0351 3.2656 0.00 -0.02 0.04
H -9.0350 -2.8512 2.0729 -0.02 -0.03 0.02
H -9.6571 -3.7934 4.2163 0.02 0.00 -0.03
H -10.9626 -2.6675 3.7958 0.00 0.01 -0.04
Br 1.1361 1.4447 3.8308 0.02 -0.05 0.02
C -0.2463 1.1933 5.1760 -0.03 0.10 -0.23
C -0.0523 2.1109 6.3525 0.01 -0.12 0.20
Br 1.3912 1.5064 7.5084 0.01 0.06 -0.04
H -0.2264 0.1441 5.4511 0.01 0.00 0.05
H -1.1839 1.4164 4.6708 -0.01 0.02 0.03
H -0.9414 2.1164 6.9789 -0.02 -0.02 -0.03
H 0.1886 3.1257 6.0546 0.00 0.00 -0.05